Formula: C32H49NO14
Source: the Open Molecules 2025 dataset
Level of theory: the ωB97M-V functional and the def2-TZVPD basis

Last columns: bonded neighbours and bond lengths (Å).
Atoms and positions in Å:
1 C -4.92729 -1.84632 -1.58280  C2 1.524, H6 1.094, H7 1.076, H8 1.078
2 C -3.93103 -1.17681 -0.64400  C1 1.524, C3 1.523, H9 1.051, H10 1.121
3 C -2.62057 -1.93048 -0.45980  C2 1.523, C4 1.437, H11 1.120, H12 1.068
4 C -2.66057 -3.31471 -0.07664  C3 1.437, N5 1.151
5 N -2.59767 -4.40585 0.28562  C4 1.151
6 H -5.79524 -1.18082 -1.58731  C1 1.094
7 H -5.25220 -2.77222 -1.14192  C1 1.076
8 H -4.57543 -2.03068 -2.58530  C1 1.078
9 H -4.25975 -1.02324 0.34250  C2 1.051
10 H -3.57661 -0.27944 -1.21512  C2 1.121
11 H -1.96933 -1.50046 0.34392  C3 1.120
12 H -2.01410 -1.90071 -1.33813  C3 1.068
13 O -1.43666 4.45089 1.06397  C14 1.160
14 C -2.26240 3.71682 1.41671  O13 1.160, O15 1.369, C18 1.523
15 O -2.98538 2.98811 0.51151  C14 1.369, C16 1.389
16 C -3.74800 2.01749 1.14798  O15 1.389, C17 1.629, H19 1.110, H20 1.157
17 C -3.56529 2.13502 2.76281  C16 1.629, C18 1.552, H21 1.103, H22 1.059
18 C -2.76512 3.46251 2.83199  C14 1.523, C17 1.552, H23 1.114, H24 1.162
19 H -3.57459 0.97733 0.80136  C16 1.110
20 H -4.83678 2.14797 0.77976  C16 1.157
21 H -2.89014 1.31056 3.04604  C17 1.103
22 H -4.50298 2.20194 3.25139  C17 1.059
23 H -1.97240 3.35522 3.60706  C18 1.114
24 H -3.41379 4.32644 3.25859  C18 1.162
25 O 1.58875 0.23534 -3.10850  C26 1.178
26 C 0.83781 -0.43647 -3.71937  O25 1.178, O27 1.386, C30 1.516
27 O -0.15760 -1.13581 -3.05625  C26 1.386, C28 1.406
28 C -0.85392 -1.97150 -3.94787  O27 1.406, C29 1.515, H31 1.065, H32 1.123
29 C -0.60498 -1.39681 -5.32787  C28 1.515, C30 1.537, H33 1.069, H34 1.059
30 C 0.81165 -0.81639 -5.18641  C26 1.516, C29 1.537, H35 1.083, H36 1.120
31 H -1.88349 -1.92732 -3.68058  C28 1.065
32 H -0.58080 -3.05493 -3.83662  C28 1.123
33 H -1.32746 -0.61614 -5.43694  C29 1.069
34 H -0.74136 -2.06399 -6.13833  C29 1.059
35 H 1.12362 -0.06417 -5.90059  C30 1.083
36 H 1.53431 -1.67110 -5.16102  C30 1.120
37 O 6.42866 4.22879 4.79813  C38 1.196
38 C 6.28310 3.81877 3.68407  O37 1.196, O39 1.341, C42 1.478
39 O 5.07541 3.56163 3.16068  C38 1.341, C40 1.468
40 C 5.14914 2.74930 1.94017  O39 1.468, C41 1.526, H43 1.100, H44 1.056
41 C 6.58388 2.23424 2.01003  C40 1.526, C42 1.535, H45 1.095, H46 1.099
42 C 7.32158 3.37035 2.73210  C38 1.478, C41 1.535, H47 1.095, H48 1.041
43 H 4.96861 3.45042 1.11223  C40 1.100
44 H 4.35969 2.05328 2.02862  C40 1.056
45 H 7.00562 1.86920 1.06725  C41 1.095
46 H 6.64626 1.32987 2.63054  C41 1.099
47 H 7.62483 4.19288 2.07637  C42 1.095
48 H 8.16677 3.04523 3.24462  C42 1.041
49 O -1.01570 -2.12023 3.14125  C50 1.208
50 C -0.80541 -3.26765 2.82759  O49 1.208, O51 1.337, C54 1.476
51 O 0.04945 -3.67559 1.88338  C50 1.337, C52 1.441
52 C -0.06531 -5.09001 1.63334  O51 1.441, C53 1.527, H55 1.134, H56 1.057
53 C -1.25785 -5.56570 2.45946  C52 1.527, C54 1.498, H57 1.080, H58 1.087
54 C -1.33849 -4.47644 3.48490  C50 1.476, C53 1.498, H59 1.125, H60 1.113
55 H 0.94922 -5.47308 1.96435  C52 1.134
56 H -0.22303 -5.15397 0.58988  C52 1.057
57 H -1.09220 -6.53788 2.89873  C53 1.080
58 H -2.16881 -5.59343 1.86738  C53 1.087
59 H -0.54391 -4.62204 4.26818  C54 1.125
60 H -2.32032 -4.18406 3.91874  C54 1.113
61 O -2.92706 0.13639 -3.78991  C62 1.184
62 C -2.53974 1.23708 -3.58680  O61 1.184, O63 1.352, C66 1.505
63 O -1.35578 1.69247 -4.05353  C62 1.352, C64 1.448
64 C -1.08018 3.03039 -3.57385  O63 1.448, C65 1.576, H67 1.120, H68 1.086
65 C -2.23358 3.41749 -2.57136  C64 1.576, C66 1.531, H69 1.029, H70 1.049
66 C -3.27686 2.33845 -2.87361  C62 1.505, C65 1.531, H71 1.089, H72 1.095
67 H -1.09591 3.66500 -4.49710  C64 1.120
68 H -0.02574 3.07724 -3.31627  C64 1.086
69 H -2.62234 4.33042 -2.84242  C65 1.029
70 H -1.95358 3.36706 -1.56160  C65 1.049
71 H -4.13017 2.61736 -3.49067  C66 1.089
72 H -3.67659 1.86597 -1.96971  C66 1.095
73 O 4.37488 -0.21986 1.71541  C74 1.211
74 C 3.84891 -1.05537 1.01493  O73 1.211, O75 1.338, C78 1.499
75 O 2.80609 -0.74891 0.23409  C74 1.338, C76 1.480
76 C 2.12649 -1.97540 -0.23967  O75 1.480, C77 1.526, H79 1.098, H80 1.108
77 C 3.19204 -3.05925 -0.10821  C76 1.526, C78 1.535, H81 1.074, H82 1.069
78 C 3.89949 -2.54725 1.15366  C74 1.499, C77 1.535, H83 1.094, H84 1.126
79 H 1.75283 -1.73682 -1.24451  C76 1.098
80 H 1.22601 -1.99891 0.40492  C76 1.108
81 H 3.82601 -3.15068 -0.97077  C77 1.074
82 H 2.68442 -3.98987 0.02787  C77 1.069
83 H 4.91750 -2.91088 1.32068  C78 1.094
84 H 3.30438 -2.72935 2.09221  C78 1.126
85 O -1.09698 0.89814 -1.01289  C86 1.176
86 C -0.45252 1.23190 -0.08730  O85 1.176, O87 1.342, C90 1.521
87 O -0.83095 0.87349 1.14957  C86 1.342, C88 1.479
88 C 0.20457 1.24928 2.13690  O87 1.479, C89 1.518, H91 1.108, H92 1.080
89 C 1.19956 2.13995 1.41462  C88 1.518, C90 1.565, H93 1.086, H94 1.095
90 C 0.77299 2.13310 -0.09150  C86 1.521, C89 1.565, H95 1.096, H96 1.114
91 H 0.67454 0.31151 2.49487  C88 1.108
92 H -0.25531 1.78902 2.95190  C88 1.080
93 H 2.22681 1.78725 1.43727  C89 1.086
94 H 1.24666 3.15469 1.82275  C89 1.095
95 H 1.51154 1.71866 -0.78680  C90 1.096
96 H 0.36318 3.10707 -0.44502  C90 1.114

frontier orbital gap: 10.28 eV
energy relative to the best compared isomer or geometry (same formula, charge and spin): 0.487 eV
net charge: 0
structure (SMILES): O=C1CCCO1.O=C1CCCO1.O=C1CCCO1.O=C1CCCO1.O=C1CCCO1.O=C1CCCO1.O=C1CCCO1.CCCC#N
2S+1: 1
max |F|: 3.86 eV/A

Löwdin atomic charge list, values in e, 6 entries:
1 C -0.0823
2 C -0.2373
3 C -0.1700
4 C -0.1656
5 N 0.1814
6 H 0.0788

=====

Formula: CH8N2O3
Source: the Open Molecules 2025 dataset
Level of theory: the ωB97M-V functional and the def2-TZVPD basis

Last columns: bonded neighbours and bond lengths (Å).
Atoms and positions in Å:
1 N -0.95384 -1.36245 -0.07361  C2 1.371, H5 1.005, H6 1.003
2 C -1.09155 -0.30212 -0.93207  N1 1.371, N3 1.365, O4 1.221
3 N -1.33316 0.90538 -0.34375  C2 1.365, H7 1.010, H8 1.016
4 O -0.96268 -0.50723 -2.12838  C2 1.221
5 H -1.15442 -1.40000 0.91049  N1 1.005
6 H -0.70364 -2.26448 -0.43477  N1 1.003
7 H -2.16259 1.47152 -0.45458  N3 1.010
8 H -0.87533 1.07080 0.54767  N3 1.016
9 H 2.37732 -1.50654 0.10785  O11 0.963
10 H 1.45647 -0.53107 -0.59948  O11 0.967
11 O 2.06430 -0.59626 0.14930  H9 0.963, H10 0.967
12 H 0.89105 2.39988 0.71979  O14 0.961
13 H 1.61053 1.02584 1.28721  O14 0.962
14 O 0.83754 1.59673 1.24432  H12 0.961, H13 0.962

frontier orbital gap: 10.36 eV
energy relative to the best compared isomer or geometry (same formula, charge and spin): 0.989 eV
net charge: 0
structure (SMILES): NC(N)=O.O.O
2S+1: 1
max |F|: 1.66 eV/A

Löwdin atomic charge list, values in e, 6 entries:
1 N 0.1407
2 C -0.6881
3 N 0.1300
4 O 0.0280
5 H 0.1005
6 H 0.0990

=====

Formula: C4H22NO7
Source: the Open Molecules 2025 dataset
Level of theory: the ωB97M-V functional and the def2-TZVPD basis

Last columns: bonded neighbours and bond lengths (Å).
Atoms and positions in Å:
1 C -1.41946 -2.76417 1.92938  C2 1.493, H6 1.089, H7 1.088, H8 1.095
2 C -0.30589 -1.82899 1.59087  C1 1.493, C3 1.328, H9 1.084
3 C 0.71274 -1.99320 0.75435  C2 1.328, N4 1.379, H10 1.083
4 N 1.54016 -0.95229 0.39015  C3 1.379, C5 1.383, H11 1.011
5 C 2.55903 -1.17293 -0.51824  N4 1.383, H12 1.060, H13 1.078
6 H -2.35397 -2.25644 1.69452  C1 1.089
7 H -1.46120 -3.67598 1.33772  C1 1.088
8 H -1.45316 -3.21443 2.92715  C1 1.095
9 H -0.41854 -0.96757 2.23844  C2 1.084
10 H 0.90082 -2.86579 0.14179  C3 1.083
11 H 1.46124 0.00583 0.70365  N4 1.011
12 H 3.22330 -0.35501 -0.63537  C5 1.060
13 H 2.53958 -2.08880 -1.08601  C5 1.078
14 H -0.11602 1.01057 -2.79283  O16 0.959
15 H 0.93840 0.97563 -1.65725  O16 0.964
16 O 0.51184 0.44464 -2.33945  H14 0.959, H15 0.964
17 H 2.34028 1.85190 1.22212  O19 0.969
18 H 3.85634 1.37495 1.15604  O19 0.963
19 O 2.97195 1.25312 0.79524  H17 0.969, H18 0.963
20 H -0.21138 1.89988 1.70799  O22 0.965
21 H 0.20670 2.45001 0.36457  O22 0.970
22 O 0.34258 1.68653 0.94763  H20 0.965, H21 0.970
23 H -1.74193 -0.43770 -0.49946  O25 0.972
24 H -3.20802 -0.01906 -0.26223  O25 0.962
25 O -2.33942 -0.03377 0.15210  H23 0.972, H24 0.962
26 H -0.48075 3.49209 -1.07669  O28 0.969
27 H 0.96430 3.82548 -1.48128  O28 0.966
28 O 0.30327 3.12206 -1.50909  H26 0.969, H27 0.966
29 H -2.94089 2.94121 0.06092  O31 0.963
30 H -2.11946 1.72971 0.61332  O31 0.984
31 O -2.06506 2.67937 0.36229  H29 0.963, H30 0.984
32 H -1.47907 -2.57310 -2.51586  O34 0.967
33 H -0.43045 -1.48763 -2.69490  O34 0.967
34 O -0.82784 -2.05612 -2.02161  H32 0.967, H33 0.967

frontier orbital gap (spin up / spin down): 4.96 / 7.42 eV
energy relative to the best compared isomer or geometry (same formula, charge and spin): 0.000 eV
net charge: 0
2S+1: 2
max |F|: 1.82 eV/A

Löwdin atomic charge list, values in e, 6 entries:
1 C -0.1351
2 C -0.1919
3 C -0.1657
4 N -0.0746
5 C -0.0499
6 H 0.0512

=====

Formula: C11H15N
Source: the Open Molecules 2025 dataset
Level of theory: the ωB97M-V functional and the def2-TZVPD basis

Last columns: bonded neighbours and bond lengths (Å).
Atoms and positions in Å:
1 C 0.21256 -2.56566 0.33603  C2 1.520, H3 1.087, H4 1.083, H5 1.098
2 C -0.79025 -3.69706 0.17644  C1 1.520, H6 1.090, H7 1.086, H8 1.088
3 H -0.20527 -1.56341 0.39208  C1 1.087
4 H 0.84154 -2.67904 1.21088  C1 1.083
5 H 0.94760 -2.52868 -0.47937  C1 1.098
6 H -1.62351 -3.41330 -0.46616  C2 1.090
7 H -1.12922 -4.12094 1.11692  C2 1.086
8 H -0.32740 -4.51922 -0.36556  C2 1.088
9 C 1.97244 1.63292 1.87011  C11 1.501, H21 1.081, H22 1.096, H27 1.085
10 C -0.45550 0.79053 1.87130  C11 1.353, N18 1.395, H19 1.085
11 C 0.64226 1.29632 1.26282  C9 1.501, C10 1.353, C13 1.449
12 C -1.00085 0.94661 -0.30780  C13 1.404, C14 1.394, N18 1.364
13 C 0.32898 1.36924 -0.14963  C11 1.449, C12 1.404, C15 1.393
14 C -1.63813 1.07647 -1.54111  C12 1.394, C16 1.382, H23 1.081
15 C 1.04301 1.92596 -1.20841  C13 1.393, C17 1.392, H24 1.079
16 C -0.86511 1.48755 -2.61080  C14 1.382, C17 1.391, H25 1.080
17 C 0.46614 1.86696 -2.47442  C15 1.392, C16 1.391, H26 1.084
18 N -1.43229 0.51925 0.91328  C10 1.395, C12 1.364, H20 1.003
19 H -0.71699 0.48417 2.87830  C10 1.085
20 H -2.33841 0.12125 1.07745  N18 1.003
21 H 2.03426 1.10563 2.81127  C9 1.081
22 H 2.05472 2.67378 2.20236  C9 1.096
23 H -2.66382 0.74705 -1.62459  C14 1.081
24 H 2.10528 2.11550 -1.22497  C15 1.079
25 H -1.36145 1.45539 -3.56950  C16 1.080
26 H 1.11548 2.12014 -3.30441  C17 1.084
27 H 2.78393 1.35258 1.20749  C9 1.085

frontier orbital gap: 8.76 eV
energy relative to the best compared isomer or geometry (same formula, charge and spin): 0.493 eV
net charge: 0
structure (SMILES): Cc1c[nH]c2ccccc12.CC
2S+1: 1
max |F|: 1.98 eV/A

Löwdin atomic charge list, values in e, 6 entries:
1 C -0.1619
2 C -0.1636
3 H 0.0300
4 H 0.0604
5 H 0.0709
6 H 0.0596